# 1
Here is 2 unconnected molecules or ions with the total composition C3H8N2OS2 from OMol25. Energies are from ωB97M-V/def2-TZVPD.

HOMO energy (spin up / spin down) in eV: -2.65 / -2.55
M in g/mol: 152.24
⟨S²⟩: 0.76
Net charge: -1
Multiplicity: 2
Electronic energy in Ha: -1100.19230
Energy above the lowest of the compared OMol25 structures with the same formula, charge and spin in kcal per mole: 31.2
F_max in eV/A: 2.755

```
16
Properties=species:S:1:pos:R:3:forces:R:3
C -0.131 -0.205 0.359 0.1393 1.3965 -0.9317
H 3.145 -0.276 0.685 -0.0424 0.0367 -0.4858
N -0.850 0.138 1.530 -0.0170 -1.1992 -0.3418
S -2.722 0.687 -1.153 -0.5556 0.8505 0.0064
H -0.275 -1.203 -0.028 0.3319 -0.2466 -0.0563
H 0.410 0.358 -1.733 0.3115 -0.0444 0.4339
C 0.306 0.771 -0.728 -1.7466 -0.4401 0.2197
H -1.734 0.559 1.333 -0.4133 0.4846 -0.2152
H -0.234 0.631 2.129 -0.0166 0.8439 0.6252
C 1.305 0.345 0.394 2.4505 -0.5403 1.1382
S -2.396 -0.945 -2.339 0.0383 -0.4818 -0.0487
N 2.393 -0.587 0.061 -0.0447 0.4038 0.5915
H -2.980 -1.860 -1.547 0.0539 -0.2356 -0.1614
H 0.021 1.811 -0.678 -0.0245 -0.0864 0.2164
H 2.142 -1.486 0.457 -0.1721 -0.2636 -0.2601
O 1.601 1.261 1.258 -0.2927 -0.4778 -0.7301
```
Forces are in eV/Å.


# 2
Here is 2 unconnected molecules or ions with the total composition C3H8N2OS2 from OMol25. Energies are from ωB97M-V/def2-TZVPD.

HOMO energy in eV: -8.09
M in g/mol: 152.24
Net charge: 0
Electronic energy in Ha: -1100.08468
Energy above the lowest of the compared OMol25 structures with the same formula, charge and spin in kcal per mole: 107.1
F_max in eV/A: 3.405

```
16
Properties=species:S:1:pos:R:3:forces:R:3
S -2.360 0.661 -0.309 0.1488 0.9093 1.7705
H -1.675 -1.367 1.540 0.5731 0.8874 2.9057
H 1.623 -1.114 0.992 -0.0649 -0.2158 -0.0468
O -1.390 0.642 -1.383 0.3304 0.1380 -1.0980
C 1.012 -0.347 0.509 1.9482 -0.2203 1.1587
C 0.418 -0.936 -0.630 -1.7224 -1.7012 -1.6683
H 0.352 0.032 1.247 -1.0078 0.0327 0.2826
N -1.699 1.381 0.903 -2.0146 0.3639 0.7940
H 1.274 1.715 0.367 1.2398 -0.9119 -0.9320
H 1.646 0.736 -1.140 0.9424 0.9617 0.9362
H -0.125 -1.782 -2.459 1.4344 1.4697 1.7744
C 1.847 0.807 -0.039 0.3248 2.3522 -0.5229
H 2.989 0.921 0.186 -2.3038 -0.7096 -0.2396
H -2.476 1.613 1.617 1.4286 -0.5895 -1.4093
S -1.943 -1.719 0.373 0.0670 -1.2878 -3.1512
N 0.508 -1.242 -1.773 -1.3241 -1.4788 -0.5537
```
Forces are in eV/Å.


# 3
Here is a gas-phase ion, C3H8N2P (charge +1) from OMol25. Energies are from ωB97M-V/def2-TZVPD.

HOMO energy in eV: -14.43
M in g/mol: 103.08
Net charge: +1
Electronic energy in Ha: -569.67086
Energy above the lowest of the compared OMol25 structures with the same formula, charge and spin in kcal per mole: 0.0
F_max in eV/A: 4.996

```
14
Properties=species:S:1:pos:R:3:forces:R:3
H 1.764 0.643 1.498 -0.8537 -0.3985 -0.3508
C 1.387 -0.576 -0.391 0.6864 0.4007 2.5897
H -0.411 -1.776 -0.867 0.2013 0.0109 0.1939
H 2.104 -1.222 0.319 -1.2090 0.9303 -2.7843
P -2.738 -0.088 0.304 0.4473 0.4309 0.0633
N 0.017 -1.075 -0.276 -3.2582 3.2170 1.9995
H -2.551 0.468 -0.978 -0.6360 0.1079 -0.3223
N -0.137 1.041 0.584 -0.6332 -3.5914 -0.4050
H -0.417 1.973 0.602 -1.0224 1.5516 0.5524
C -0.889 -0.017 0.257 3.6312 -2.1997 -1.7884
H -2.837 -1.409 -0.157 0.1985 -0.1595 -0.1414
C 1.255 0.709 0.513 2.9658 1.8006 -1.2112
H 1.811 1.578 0.035 -0.6888 -1.0126 0.4105
H 1.642 -0.249 -1.443 0.1708 -1.0884 1.1941
```
Forces are in eV/Å.


# 4
Here is C3H8N2S in the gas phase from OMol25. Energies are from ωB97M-V/def2-TZVPD.

HOMO energy in eV: -8.34
M in g/mol: 104.18
Net charge: 0
Electronic energy in Ha: -626.75201
Energy above the lowest of the compared OMol25 structures with the same formula, charge and spin in kcal per mole: 44.7
F_max in eV/A: 1.721

```
14
Properties=species:S:1:pos:R:3:forces:R:3
H 0.465 -0.158 -2.346 0.0615 0.3399 -0.2510
N -0.199 -0.439 0.830 -0.1334 -0.4518 0.5927
H -0.012 -1.585 -1.425 0.3293 0.5761 -0.0934
C -1.288 -0.782 1.509 -0.1083 -0.9582 0.5363
H 0.686 -0.747 1.186 0.5367 -0.2654 0.3002
H -2.201 -0.402 1.069 -0.1265 0.1236 -0.0947
N -0.213 0.200 -0.387 0.5605 0.9683 -0.5435
H -0.051 1.978 0.694 0.2749 0.0417 -0.7619
C 0.382 1.542 -0.227 0.4707 -0.2481 0.0490
H 1.510 1.508 -0.141 -0.9239 -0.0629 0.1199
H 0.152 2.110 -1.132 -0.0727 0.1627 0.3103
H 1.550 -0.837 -1.100 0.1966 0.3279 0.1496
C 0.515 -0.607 -1.369 -1.0991 -1.2891 0.3018
S -1.296 -1.781 2.840 0.0337 0.7353 -0.6153
```
Forces are in eV/Å.


# 5
Here is 2 unconnected molecules or ions with the total composition C3H8N2S from OMol25. Energies are from ωB97M-V/def2-TZVPD.

HOMO energy in eV: -8.06
M in g/mol: 104.18
Net charge: 0
Electronic energy in Ha: -626.68602
Energy above the lowest of the compared OMol25 structures with the same formula, charge and spin in kcal per mole: 86.1
F_max in eV/A: 3.314

```
14
Properties=species:S:1:pos:R:3:forces:R:3
H 1.331 -0.495 1.858 0.0473 -0.3208 0.9269
H 3.348 1.438 -1.194 1.1897 0.8940 -0.3084
H 0.616 -1.250 0.455 0.3596 -0.3254 -0.4562
H -3.446 0.549 -0.441 -1.1744 2.4056 1.0415
H -3.388 -0.409 -1.917 1.0001 -0.4502 0.3620
S 0.270 1.107 0.434 -0.6585 -0.6512 0.5208
H 3.491 0.378 0.293 -1.6985 1.2980 -0.1722
C 0.452 -0.544 1.251 -0.5521 0.5828 -0.8556
H -1.642 -1.575 -0.585 0.4400 -0.7133 -0.8910
N 1.644 1.445 -0.387 -1.1111 0.6630 0.5163
H -0.535 -0.869 1.654 1.0299 0.7812 0.3230
C -2.930 -0.193 -0.921 -0.6878 -1.2800 -1.3663
N -2.072 -0.758 -0.214 0.0242 -0.1170 0.7041
C 2.859 1.177 -0.285 1.7916 -2.7667 -0.3448
```
Forces are in eV/Å.


# 6
Here is a molecular structure, C3H8N2S from OMol25. Energies are from ωB97M-V/def2-TZVPD.

HOMO energy (spin up / spin down) in eV: -7.46 / -7.46
M in g/mol: 104.18
Net charge: 0
Electronic energy in Ha: -626.66682
Energy above the lowest of the compared OMol25 structures with the same formula, charge and spin in kcal per mole: 98.2
F_max in eV/A: 4.904

```
14
Properties=species:S:1:pos:R:3:forces:R:3
H -0.895 2.604 -0.283 -0.6466 -1.2703 -0.5322
C 1.086 -0.125 0.273 -1.9873 0.8736 -0.2593
N 0.629 1.230 -0.273 1.3431 -2.9180 -0.8823
H -0.801 1.413 1.064 0.1840 0.7784 -0.7057
N -1.139 -1.254 0.072 -0.4720 -0.4662 0.4017
H 0.520 -1.044 -1.505 -1.1589 -0.1259 -0.2170
H 0.791 1.052 -1.252 0.2654 0.8607 -0.7240
H 0.527 -2.097 -0.134 1.3389 -1.9957 0.0758
H -0.861 -1.676 0.980 -1.5464 0.7792 -0.3611
S -2.422 0.029 0.176 3.4834 0.1393 -1.5483
H 2.097 -0.322 0.017 1.1590 0.3700 -0.0287
C 0.238 -1.153 -0.449 -0.2450 1.4713 0.4712
C -0.674 1.539 -0.033 -1.9398 1.1908 4.3435
H 0.903 -0.198 1.348 0.2223 0.3129 -0.0335
```
Forces are in eV/Å.


# 7
Here is C3H8N2S in the gas phase from OMol25. Energies are from ωB97M-V/def2-TZVPD.

HOMO energy (spin up / spin down) in eV: -4.39 / -9.08
M in g/mol: 104.18
⟨S²⟩: 2.01
Net charge: 0
Multiplicity: 3
Electronic energy in Ha: -626.56619
Energy above the lowest of the compared OMol25 structures with the same formula, charge and spin in kcal per mole: 53.8
F_max in eV/A: 6.966

```
14
Properties=species:S:1:pos:R:3:forces:R:3
H 1.141 -0.958 -1.681 0.7815 -0.9071 -1.1791
C 0.814 -0.406 -0.861 -1.4200 -0.3473 2.2849
H -0.824 1.294 0.871 0.1522 -0.3859 -0.4271
H 0.335 -0.421 2.607 1.0157 -0.8463 -0.8909
H -0.678 0.432 -2.144 0.2625 0.4499 0.5753
N 0.839 -0.753 1.730 -0.8224 4.0320 3.5891
H -2.177 1.379 -0.356 2.1323 -1.5226 0.6385
N -1.518 -0.613 0.312 -1.6134 3.0265 1.6900
C -0.158 0.687 -1.197 -1.8449 -2.0199 -0.1108
H 1.581 -1.392 1.872 0.5621 -1.1190 0.7399
S -0.152 -1.437 0.315 0.8647 -4.9521 -4.8224
C -1.191 0.768 -0.042 -2.2433 1.1241 -1.1488
H 0.466 1.486 -1.288 0.9928 2.9474 -0.5115
H 1.522 -0.067 -0.136 1.1803 0.5205 -0.4268
```
Forces are in eV/Å.


# 8
Here is C3H8N2S in the gas phase from OMol25. Energies are from ωB97M-V/def2-TZVPD.

HOMO energy (spin up / spin down) in eV: -4.66 / -8.64
M in g/mol: 104.18
⟨S²⟩: 2.01
Net charge: 0
Multiplicity: 3
Electronic energy in Ha: -626.63291
Energy above the lowest of the compared OMol25 structures with the same formula, charge and spin in kcal per mole: 11.9
F_max in eV/A: 3.753

```
14
Properties=species:S:1:pos:R:3:forces:R:3
H 0.901 0.173 1.469 -0.3707 -0.5168 -0.4954
C -1.165 -0.988 -0.987 1.0858 0.0102 3.1686
H 2.055 2.242 -0.812 0.6554 1.2648 -0.6836
H -2.049 -0.592 -0.432 -0.2289 -0.7907 -1.2385
C 0.848 0.706 -1.110 -1.0646 -1.5904 3.1900
H -1.009 -2.103 -0.586 -0.0422 2.2052 -1.1651
N 1.711 1.471 -0.316 -0.0117 -0.7211 1.4497
H 1.418 1.723 0.622 -0.1088 0.1862 -0.3653
S 0.981 0.890 -2.721 -0.2613 0.1032 -3.4740
N -0.163 -0.050 -0.422 1.5630 -0.1615 -0.9329
H -1.117 -0.854 -2.040 -0.5808 -0.2512 -0.8437
H -0.774 0.561 1.330 -2.2191 2.5021 1.7028
H -0.440 -1.049 1.345 0.4672 -0.3612 0.2467
C -0.067 -0.085 1.008 1.1167 -1.8788 -0.5592
```
Forces are in eV/Å.